No. 1
C5H11NO | ωB97M-V/def2-TZVPD

Total charge: 0
Relative energy (zero: lowest compared OMol25 entry of this formula, charge and spin) (kcal/mol): 10.18
LUMO (eV): 0.9
SMILES string: CC(C)N(C)C=O
E_tot (eV): -8901.256
M (g mol⁻¹): 101.149

Bonds (Å) are listed after each position.
CARTESIAN COORDINATES (ANGSTROEM)
1 C -0.891 -1.328 -0.735  C2 1.528, H8 1.097, H9 1.095, H10 1.095
2 C -0.645 0.141 -0.391  C1 1.528, C3 1.529, N4 1.465, H11 1.093
3 C -1.540 0.619 0.753  C2 1.529, H12 1.094, H13 1.095, H14 1.097
4 N 0.771 0.392 -0.110  C2 1.465, C5 1.447, C6 1.362
5 C 1.434 -0.343 0.945  N4 1.447, H15 1.096, H16 1.097, H17 1.094
6 C 1.483 1.198 -0.945  N4 1.362, O7 1.216, H18 1.108
7 O 1.045 1.773 -1.924  C6 1.216
8 H -0.745 -1.981 0.133  C1 1.097
9 H -1.921 -1.463 -1.080  C1 1.095
10 H -0.217 -1.655 -1.534  C1 1.095
11 H -0.854 0.747 -1.277  C2 1.093
12 H -1.416 1.693 0.923  C3 1.094
13 H -2.590 0.429 0.509  C3 1.095
14 H -1.322 0.091 1.689  C3 1.097
15 H 0.959 -0.172 1.917  C5 1.096
16 H 1.434 -1.421 0.744  C5 1.097
17 H 2.475 -0.014 1.014  C5 1.094
18 H 2.541 1.293 -0.632  C6 1.108


No. 2
C5H4N2 | ωB97M-V/def2-TZVPD

Total charge: 0
Relative energy (zero: lowest compared OMol25 entry of this formula, charge and spin) (kcal/mol): 120.82
LUMO (eV): 0.7
E_tot (eV): -8224.254
M (g mol⁻¹): 92.101

Bonds (Å) are listed after each position.
CARTESIAN COORDINATES (ANGSTROEM)
1 C -2.105 -0.185 0.007  C5 1.263, N6 1.209
2 C 2.375 1.542 -0.566  C3 1.173, H8 1.041
3 C 2.398 0.380 -0.414  C2 1.173, N7 1.235
4 C 2.385 -1.898 0.267  N7 1.147
5 C -1.476 -0.371 1.086  C1 1.263, H10 1.124, H11 1.077
6 N -2.625 0.227 -1.004  C1 1.209, H9 1.072
7 N 2.443 -0.818 -0.116  C3 1.235, C4 1.147
8 H 2.321 2.577 -0.668  C2 1.041
9 H -3.252 -0.425 -1.578  N6 1.072
10 H -1.961 -0.240 2.092  C5 1.124
11 H -0.502 -0.789 0.894  C5 1.077


no.,highest occupied orbital energy (Eh)
1,-0.34250
2,-0.33675